No. 1
Formula: C7H10
Source: the Open Molecules 2025 dataset
Level of theory: ωB97M-V/def2-TZVPD

XYZ file:
```
17
Properties=species:S:1:pos:R:3:forces:R:3
C -1.6198 1.1842 -0.4144 -0.030 -0.017 -0.023
C -0.5066 0.2074 -0.1749 -0.514 -0.052 -0.033
C -0.5008 -0.8048 0.9781 -0.029 -0.078 -0.013
C 0.9920 -0.9766 0.7858 0.042 -0.342 -0.080
C 0.9722 0.4956 -0.1208 0.108 0.369 -0.583
C 1.2779 -1.0150 -0.6191 0.057 -0.394 -0.071
C 0.1865 -0.4035 -1.3502 -0.016 -0.386 0.072
H -1.3818 1.8828 -1.2244 0.029 -0.106 0.168
H -2.4907 0.5985 -0.7264 -0.027 0.177 0.066
H -1.8863 1.7513 0.4824 0.153 -0.103 -0.096
H -1.0794 -1.7161 0.8065 -0.032 0.047 0.079
H -0.7001 -0.3465 1.9459 -0.027 -0.049 -0.182
H 1.6813 -1.4276 1.4926 -0.068 0.490 -0.053
H 1.6302 1.3451 -0.2567 -0.087 -0.470 0.039
H 1.2834 0.7543 1.8311 0.244 0.221 0.460
H 2.2201 -1.3537 -1.0368 -0.074 0.275 0.056
H -0.0132 -0.4089 -2.4129 0.272 0.419 0.195
```
Forces are in eV/Å.

## Properties
Highest occupied orbital energy (alpha / beta) = -5.41 / -5.40 eV
Energy relative to the best compared isomer or geometry (same formula, charge and spin) = 8.059 eV
Total energy = -272.42184 Eh
Net charge = 0
LUMO level (alpha / beta) = 0.783 / 0.782 eV

***

No. 2
Formula: C16H28Cl3N4NbO3P
Source: the Open Molecules 2025 dataset
Level of theory: ωB97M-V/def2-TZVPD

XYZ file:
```
56
Properties=species:S:1:pos:R:3:forces:R:3
C 3.5876 -0.0581 -0.3961 -0.183 -0.362 0.049
C 2.2740 -0.4860 -1.0367 0.584 0.338 -0.832
C 1.5065 0.7024 -1.6206 -0.274 0.297 1.043
C 0.2483 1.0562 -0.8136 0.765 -1.099 -0.500
N -0.7010 -0.0619 -0.8741 -2.631 1.125 0.612
Nb -2.6692 0.5095 -1.3457 3.897 -1.244 1.323
C -2.6045 2.3507 0.0386 -0.693 1.147 -1.355
O -2.1066 3.6235 -0.5106 0.620 -0.012 -0.226
N -2.9942 4.2066 -1.3725 -0.214 -0.284 -0.148
O -2.4509 4.8208 -2.2235 0.043 0.093 0.551
C -3.3654 -0.9003 0.3179 0.378 0.888 0.534
Cl -2.8590 -0.4412 1.9657 0.142 0.214 -0.347
C -4.0871 -1.9866 0.2190 -0.240 -0.652 -0.132
C -4.6169 -2.4933 -1.0768 -0.502 -1.061 0.492
Cl -4.5408 -2.9372 1.6300 -0.217 -0.263 0.004
P -5.1681 0.9522 -1.8507 -0.759 -0.455 -0.291
O -5.3787 2.5231 -2.4044 -0.213 -0.209 0.754
Cl -6.1343 0.9782 0.0451 0.005 0.328 -0.103
H 3.4205 0.5419 0.4926 0.073 0.114 0.225
H 4.1918 0.5119 -1.0898 0.086 0.292 -0.191
H 4.1636 -0.9452 -0.1518 0.182 -0.109 0.368
H 2.5544 -1.1218 -1.8700 -0.124 -0.463 -0.068
H 1.6881 -1.0812 -0.3463 -0.260 -0.081 0.077
H 2.1550 1.5747 -1.5515 0.145 0.207 -0.344
H 1.2064 0.5545 -2.6498 0.019 -0.100 -0.248
H -0.1441 1.9704 -1.2470 -0.377 0.192 0.205
H 0.5363 1.1912 0.2268 -0.016 0.462 0.218
H -0.6568 -0.6274 -0.0334 0.366 -0.306 -0.191
H -2.7315 -0.7313 -2.6780 -0.291 0.667 -0.775
H -2.1626 1.6692 -2.6745 -0.576 -0.067 -0.133
H -1.9924 2.1787 0.9121 0.286 -0.157 0.190
H -3.6271 2.5475 0.3687 -0.161 -0.129 0.210
H -4.8631 -3.5430 -0.9404 -0.020 -0.238 -0.109
H -5.5527 -2.0065 -1.3181 -0.122 0.306 -0.285
H -3.8970 -2.4419 -1.8778 0.122 0.397 -0.232
H -6.0602 2.9197 -1.8390 0.216 0.148 -0.284
N -1.6594 -4.9306 1.9681 0.034 -0.074 0.000
C -0.7472 -3.9203 1.8719 -0.030 0.070 0.013
C 0.5006 -4.4849 1.8160 0.014 -0.002 0.004
C 0.3298 -5.8948 1.8775 0.026 -0.024 0.000
C -1.0161 -6.1366 1.9688 -0.042 0.024 0.029
H -2.6538 -4.7979 2.0282 -0.024 0.107 -0.071
H -1.0650 -2.8904 1.8517 -0.020 -0.006 0.008
H 1.4312 -3.9475 1.7381 -0.002 0.004 -0.016
H 1.1045 -6.6436 1.8558 -0.002 -0.002 -0.008
H -1.5679 -7.0588 2.0338 0.017 -0.010 0.000
N 5.9864 2.4928 1.5438 0.029 0.042 0.033
C 7.0290 3.1593 0.9603 0.012 -0.050 -0.004
C 6.5517 4.3530 0.4888 0.021 0.003 0.005
C 5.1667 4.4096 0.8038 0.007 0.031 0.011
C 4.8507 3.2489 1.4561 -0.043 -0.064 0.026
H 6.0445 1.5864 1.9701 -0.022 0.006 -0.031
H 8.0149 2.7280 0.9299 0.003 0.010 -0.020
H 7.1298 5.1027 -0.0253 0.000 -0.001 -0.004
H 4.4825 5.2096 0.5769 -0.008 -0.008 -0.006
H 3.9187 2.8954 1.8625 -0.022 0.020 -0.032
```
Forces are in eV/Å.

## Properties
Highest occupied orbital energy = -4.24 eV
Total energy = -2849.90642 Eh
Net charge = -1
LUMO level = 1.777 eV

***

No. 3
Formula: C3H10NS
Source: the Open Molecules 2025 dataset
Level of theory: ωB97M-V/def2-TZVPD

XYZ file:
```
15
Properties=species:S:1:pos:R:3:forces:R:3
C -0.3246 -0.7752 1.1722 -0.336 0.638 1.033
N -1.4741 0.0111 1.3324 -0.904 -0.022 -0.098
H 0.1986 -1.0399 2.0907 0.004 0.107 0.025
H -0.5221 -1.6836 0.6148 0.126 0.072 -0.272
H -2.3064 -0.4158 0.9675 -0.104 -0.015 -0.326
H -1.7384 0.5038 2.1821 0.887 -0.351 -0.019
C 1.1267 -0.8147 -1.2548 -0.049 -1.505 -1.544
S 1.0243 0.1872 0.2335 1.010 -0.972 -0.878
C 0.2714 1.5959 -0.4660 -1.160 1.167 -0.495
H 0.2522 -1.4537 -1.4146 -0.249 0.311 0.560
H 1.9466 -1.5285 -1.3079 0.345 0.183 0.869
H 1.2187 -0.3411 -2.2379 0.034 1.018 0.631
H 0.1024 2.3924 0.2539 0.088 -0.213 0.312
H 0.9109 2.0139 -1.2426 0.309 -0.290 0.101
H -0.6862 1.3484 -0.9234 -0.002 -0.127 0.102
```
Forces are in eV/Å.

## Properties
Highest occupied orbital energy = -14.39 eV
Energy relative to the best compared isomer or geometry (same formula, charge and spin) = 1.058 eV
Total energy = -572.96030 Eh
Net charge = +1
LUMO level = -3.194 eV